Entry 1:
Entry from the Open Molecules 2025 dataset: one molecule with the formula C30H34BrF6N2O8PS2 (the ωB97M-V functional and the def2-TZVPD basis).

Structure (ORCA input):
```
! wB97M-V def2-TZVPD RIJCOSX def2/J DEFGRID3
* xyz 0 1
C 6.71 4.28 3.03
C 6.20 3.90 1.64
C 6.10 2.38 1.50
Br 7.76 1.70 0.72
C 4.97 1.92 0.60
C 4.90 2.53 -0.65
C 3.95 2.17 -1.57
C 3.01 1.20 -1.25
C 3.01 0.60 0.01
C 4.02 0.94 0.94
P 4.24 0.15 2.57
O 3.01 -0.80 2.91
O 4.01 1.38 3.59
S 5.91 -0.75 2.80
N 2.05 -0.43 0.30
N 2.54 -1.74 -0.10
C 0.73 -0.25 -0.23
C -0.38 -0.61 0.57
C -0.15 -1.24 1.91
C 0.08 -2.75 1.81
C -1.19 -3.54 1.51
C -0.83 -5.00 1.38
O -0.80 -5.77 2.29
O -0.41 -5.35 0.11
C -1.67 -0.40 0.08
C -2.91 -0.66 0.92
C -4.14 0.19 0.54
C -5.08 0.43 1.73
C -6.55 0.40 1.37
C -7.04 1.58 0.54
O -6.88 2.82 1.20
C -5.74 3.58 0.86
C -1.83 0.06 -1.22
C -0.75 0.33 -2.04
C -1.12 0.76 -3.42
O -1.87 1.68 -3.62
C -0.59 0.02 -4.70
F -1.43 0.25 -5.71
F 0.62 0.54 -5.02
C -0.39 -1.52 -4.63
F 0.12 -1.92 -5.82
F 0.53 -1.81 -3.68
C -1.64 -2.41 -4.39
F -2.14 -2.14 -3.17
F -2.58 -2.11 -5.31
C -1.28 -3.91 -4.49
O -1.51 -4.54 -5.46
O -0.77 -4.40 -3.32
C 0.53 0.22 -1.52
S 1.91 0.70 -2.51
H 5.94 4.11 3.78
H 7.57 3.66 3.29
H 7.02 5.32 3.07
H 5.22 4.35 1.48
H 6.87 4.31 0.90
H 6.02 1.95 2.49
H 5.64 3.27 -0.92
H 3.91 2.63 -2.55
H 2.40 -0.38 3.53
H 3.34 2.01 3.28
H 2.74 -1.73 -1.09
H 3.39 -1.93 0.42
H -0.99 -1.03 2.57
H 0.75 -0.80 2.34
H 0.78 -2.93 1.00
H 0.54 -3.12 2.73
H -1.60 -3.20 0.55
H -1.94 -3.45 2.29
H -1.17 -5.49 -0.47
H -3.20 -1.71 0.85
H -2.68 -0.44 1.96
H -3.79 1.15 0.15
H -4.70 -0.31 -0.26
H -4.89 -0.31 2.51
H -4.83 1.40 2.17
H -7.14 0.40 2.29
H -6.80 -0.52 0.84
H -8.11 1.46 0.36
H -6.55 1.60 -0.44
H -5.00 3.56 1.67
H -5.27 3.21 -0.05
H -6.05 4.62 0.71
H -2.82 0.18 -1.62
H 0.18 -4.50 -3.39
*
```

The max |F| is 0.54 eV/Å. Its total energy is -168329.475 eV. The calculation puts the HOMO-LUMO gap at 8.2055 eV.

---

Entry 2:
Entry from the Open Molecules 2025 dataset: a 6-piece molecular cluster, C30H34BrIO17 overall (the ωB97M-V functional and the def2-TZVPD basis).

Structure (ORCA input):
```
! wB97M-V def2-TZVPD RIJCOSX def2/J DEFGRID3
* xyz 0 1
O -4.32 1.99 -2.96
C -3.18 2.31 -2.72
C -2.02 1.38 -2.83
I -2.14 -0.11 -4.26
C -0.99 1.54 -1.99
C -1.03 2.63 -0.98
O -0.54 2.49 0.11
C -1.75 3.87 -1.41
C -1.42 5.16 -1.01
Br 0.04 5.53 0.13
C -2.14 6.25 -1.48
C -3.22 6.06 -2.33
C -3.58 4.78 -2.72
C -2.84 3.70 -2.27
H -0.13 0.89 -1.96
H -1.85 7.25 -1.19
H -3.78 6.91 -2.69
H -4.42 4.59 -3.38
C -7.05 -3.23 -4.40
C -6.23 -2.15 -5.07
C -6.55 -1.90 -6.53
O -5.29 -1.49 -7.06
C -4.32 -2.02 -6.28
O -3.16 -2.01 -6.54
O -4.84 -2.54 -5.15
H -6.79 -4.20 -4.80
H -6.87 -3.25 -3.33
H -8.11 -3.04 -4.56
H -6.27 -1.22 -4.50
H -7.29 -1.12 -6.69
H -6.86 -2.82 -7.04
C 3.92 -0.61 1.64
C 3.46 -0.10 0.30
C 2.00 0.30 0.24
O 1.67 0.04 -1.13
C 2.51 -0.93 -1.59
O 2.36 -1.50 -2.62
O 3.51 -1.13 -0.72
H 3.49 -1.59 1.86
H 5.00 -0.72 1.67
H 3.63 0.08 2.43
H 4.10 0.72 -0.04
H 1.83 1.34 0.47
H 1.38 -0.33 0.88
C 3.47 5.44 2.89
C 3.69 3.96 2.73
C 3.10 3.10 3.83
O 4.00 1.98 3.87
C 5.21 2.41 3.41
O 6.22 1.80 3.50
O 5.09 3.63 2.84
H 4.04 5.82 3.73
H 3.78 5.98 2.00
H 2.41 5.65 3.06
H 3.35 3.62 1.75
H 2.09 2.75 3.62
H 3.12 3.60 4.80
C -3.83 0.35 1.97
C -2.60 -0.39 2.43
C -1.62 -0.76 1.33
O -1.03 -1.96 1.83
C -1.92 -2.54 2.68
O -1.82 -3.64 3.11
O -2.93 -1.69 2.96
H -4.47 -0.32 1.39
H -4.41 0.71 2.82
H -3.55 1.20 1.35
H -2.09 0.17 3.22
H -0.86 0.00 1.16
H -2.14 -0.98 0.39
C 4.08 -6.72 1.90
C 4.95 -5.53 2.22
C 5.87 -5.69 3.42
O 5.96 -4.36 3.93
C 4.85 -3.69 3.55
O 4.53 -2.62 3.95
O 4.16 -4.40 2.64
H 3.33 -6.85 2.68
H 3.57 -6.58 0.95
H 4.69 -7.62 1.84
H 5.53 -5.22 1.34
H 6.86 -6.07 3.17
H 5.42 -6.33 4.19
*
```

The max |F| is 0.40 eV/Å. Its total energy is -144613.199 eV. The calculation puts the HOMO-LUMO gap at 7.9776 eV.

---

Entry 3:
Entry from the Open Molecules 2025 dataset: C30H34FeN8O2S2 as an isolated structure (the ωB97M-V functional and the def2-TZVPD basis).

Structure (ORCA input):
```
! wB97M-V def2-TZVPD RIJCOSX def2/J DEFGRID3
* xyz 2 1
Fe 0.49 -0.27 0.78
C 3.20 -4.22 -4.37
C 2.42 -3.22 -3.55
C 1.14 -2.85 -3.86
C 0.40 -1.95 -3.07
C -0.86 -1.47 -3.52
N -1.58 -0.67 -2.80
C -2.69 0.18 -3.22
C -2.22 1.64 -3.15
C -1.75 2.00 -1.74
N -1.40 3.42 -1.67
C -1.14 4.15 -0.63
C -0.93 3.79 0.73
C -1.32 4.80 1.65
C -1.27 4.64 3.01
C -1.78 5.69 3.97
C -0.73 3.43 3.46
C -0.27 2.43 2.63
C 0.41 1.30 3.25
N 0.80 0.26 2.64
C 1.69 -0.66 3.36
C 3.14 -0.38 2.96
C 3.35 0.12 1.52
N 2.49 -0.55 0.53
C 3.03 -1.11 -0.48
C 2.32 -1.74 -1.59
C 3.00 -2.60 -2.43
C 0.96 -1.43 -1.86
O 0.27 -0.65 -1.10
C -0.34 2.57 1.20
O 0.15 1.71 0.40
H 2.85 -4.23 -5.40
H 3.08 -5.23 -3.97
H 4.26 -3.99 -4.38
H 0.68 -3.25 -4.76
H -1.22 -1.73 -4.52
H -1.13 -0.47 -1.89
H -3.54 0.01 -2.56
H -2.99 -0.07 -4.24
H -3.04 2.28 -3.47
H -1.39 1.77 -3.85
H -0.87 1.44 -1.45
H -2.53 1.80 -1.00
H -1.48 3.93 -2.54
H -1.14 5.21 -0.84
H -1.70 5.74 1.25
H -1.85 6.67 3.48
H -1.12 5.79 4.83
H -2.77 5.43 4.34
H -0.63 3.28 4.54
H 0.63 1.39 4.32
H 1.38 -1.66 3.10
H 1.58 -0.56 4.44
H 3.73 -1.28 3.15
H 3.56 0.39 3.61
H 4.40 0.03 1.26
H 3.09 1.17 1.47
H 4.12 -1.13 -0.54
H 4.04 -2.81 -2.20
N -2.96 1.31 1.50
C -2.86 0.02 1.06
N -1.75 -0.66 0.93
C -2.02 -1.94 0.46
C -3.31 -2.20 0.19
S -4.28 -0.83 0.54
C -0.92 -2.91 0.39
C -1.03 -4.15 -0.12
S 0.41 -5.04 0.16
C 1.09 -3.64 0.93
N 0.31 -2.58 0.95
N 2.32 -3.74 1.49
H -2.18 1.64 2.06
H -3.86 1.61 1.83
H -3.76 -3.13 -0.12
H -1.88 -4.62 -0.58
H 2.90 -4.54 1.30
H 2.78 -2.90 1.80
*
```

The max |F| is 0.98 eV/Å. Its total energy is -103725.549 eV. The calculation puts the HOMO-LUMO gap (spin up / spin down) at 7.2245 / 7.2178 eV.